w | Formula: C4H7BrOS
Source: the Open Molecules 2025 dataset
Level of theory: the ωB97M-V functional and the def2-TZVPD basis

The geometry in ORCA input format:
```
! wB97M-V def2-TZVPD RIJCOSX def2/J DEFGRID3
* xyz 0 1
C 1.391 1.345 -1.077
C 0.580 1.117 0.242
C 0.657 -0.302 0.608
C 0.745 -1.511 0.714
Br 0.467 -3.226 1.286
H 1.232 2.438 -1.392
H 1.003 0.714 -1.882
H 2.359 1.048 -0.791
H -0.369 1.560 0.236
H 1.154 1.568 1.093
O -2.636 -0.711 0.995
S -2.821 -1.160 -0.608
H -1.673 -0.472 1.081
H -2.090 -2.407 -0.504
*
```

Computed properties:
HOMO: -9.09 eV
SMILES string: CCC#CBr.OS

x | Formula: C4H7BrOS
Source: the Open Molecules 2025 dataset
Level of theory: the ωB97M-V functional and the def2-TZVPD basis

The geometry in ORCA input format:
```
! wB97M-V def2-TZVPD RIJCOSX def2/J DEFGRID3
* xyz 0 1
C 0.133 0.861 0.849
C -0.233 -0.572 1.263
C -0.476 -0.121 -1.412
C 0.528 0.944 -0.587
O -0.315 -2.554 -0.355
S -1.138 -1.397 -0.153
Br 2.292 0.219 -0.776
H -0.711 1.520 1.294
H 0.956 1.077 1.639
H 0.701 -1.041 1.153
H -0.757 -0.626 2.281
H -1.468 0.331 -1.783
H 0.046 -0.507 -2.309
H 0.443 1.867 -1.105
*
```

Computed properties:
HOMO: -8.99 eV

Short version: w is the least stable of them.